No. 1
50
Properties=species:S:1:pos:R:3 method="wB97M-V/def2-TZVPD" charge=-1 homo_lumo_gap_ev=7.58 homo_ev=-5.0298
O -3.49602 -2.13127 2.43251
C -2.47598 -1.68890 2.91301
C -1.09678 -1.88140 2.35887
P 0.36333 -1.51029 3.54613
O 1.74949 -1.17300 4.58944
C 0.02592 -3.24500 4.49773
C 0.35332 -4.43335 3.70062
O 1.40487 -4.83214 3.32188
Cl -1.14071 -5.42713 3.20267
C 0.63572 0.18022 2.71788
C 1.80029 0.44691 1.98746
C 1.93445 1.64999 1.32178
C 0.90853 2.58400 1.41116
C -0.20100 2.26260 2.18113
N -0.33999 1.09885 2.80661
H -2.53718 -1.15602 3.88402
H -1.05835 -2.90513 1.97033
H -1.02017 -1.21690 1.48804
H -0.51728 -0.88814 4.50838
H 1.29123 -2.14828 2.65569
H 1.44077 -1.08352 5.49599
H -1.01241 -3.26440 4.83105
H 0.69153 -3.26844 5.36372
H 2.57510 -0.31154 1.95658
H 2.81372 1.85769 0.71927
H 0.94623 3.52807 0.87776
H -1.02169 2.96892 2.27465
C -1.59402 3.69555 -4.71285
O -0.72378 2.60374 -4.55591
C 0.56809 2.98287 -4.12124
C 1.26974 1.85741 -3.39658
O 0.81846 1.64543 -2.07710
C -0.41399 0.96956 -1.88505
C -0.37503 -0.50911 -2.18047
O -0.39406 -0.76763 -3.57626
C 0.07175 -2.05746 -3.88672
H -1.25380 4.37809 -5.50248
H -2.56860 3.29715 -4.98918
H -1.69426 4.26349 -3.78034
H 0.50476 3.84870 -3.45007
H 1.17807 3.26843 -4.99125
H 2.31407 2.16253 -3.28696
H 1.24179 0.94006 -3.99046
H -1.22181 1.46043 -2.43404
H -0.61153 1.06788 -0.81526
H -1.24803 -0.97763 -1.70710
H 0.52594 -0.93865 -1.72595
H 1.09043 -2.21530 -3.51244
H 0.07334 -2.15132 -4.97185
H -0.57444 -2.83660 -3.46477

---

No. 2
33
Properties=species:S:1:pos:R:3 method="wB97M-V/def2-TZVPD" charge=+2 homo_lumo_gap_ev=7.20 relative_energy_kcal_mol=3.5 homo_ev=-15.7530
In 0.25528 -1.46389 -0.18008
N 2.39398 -2.14122 -0.31251
C 2.74710 -3.02610 0.84429
C 1.96788 -2.58004 2.07190
N 0.52997 -2.66432 1.72834
H 2.66583 -2.58481 -1.18838
H 2.91784 -1.26723 -0.25888
H 3.81935 -2.98595 1.02703
H 2.49019 -4.04752 0.56314
H 2.19707 -1.53703 2.30267
H 2.23076 -3.17846 2.94199
H -0.07405 -2.28949 2.45780
H 0.25437 -3.63999 1.62013
B -4.08524 -0.85993 -1.08818
C -2.77015 -1.31838 -0.48085
N -1.75408 -1.67468 -0.00136
H -3.97302 0.33312 -1.24632
H -4.23200 -1.52466 -2.08125
H -4.91913 -1.11777 -0.25202
C -1.92460 2.33922 -0.32274
As -0.01979 2.42585 -0.43390
C 0.61991 3.94067 0.54108
C 0.51961 2.57542 -2.26303
S 0.94795 0.74891 0.58249
H -2.30814 3.30451 -0.65571
H -2.21983 2.15606 0.70827
H -2.30619 1.55047 -0.96707
H 0.15667 4.82992 0.11390
H 1.70203 4.00182 0.44707
H 0.33698 3.83891 1.58661
H 0.13439 3.52683 -2.63142
H 0.09372 1.76207 -2.84693
H 1.60534 2.56772 -2.32607

---

No. 3
28
Properties=species:S:1:pos:R:3 method="wB97M-V/def2-TZVPD" charge=+2 homo_lumo_gap_ev=6.23 relative_energy_kcal_mol=62.0 homo_ev=-14.6591
C 3.07578 1.88742 -1.18364
N 2.39296 1.46695 -0.34936
C 1.51545 0.75926 0.45878
C 0.36249 1.85749 1.08968
S -1.04604 2.08803 0.04482
C -1.70912 0.54571 0.10857
C -2.91322 0.28474 -0.50546
C -3.69934 -0.99895 -0.56848
N 2.06998 -0.05877 1.49280
C 1.77114 -1.39433 1.19784
N 2.06065 -2.30124 2.08186
N 1.00961 -1.52655 0.15322
C 0.80924 -0.34725 -0.42673
N 0.43379 -0.09315 -1.58682
C -0.52590 -0.19089 -2.42585
H 3.76569 2.14682 -1.92180
H -0.05699 1.35741 1.97691
H 0.84666 2.69272 1.49491
H -1.32553 -0.12226 0.86217
H -3.12343 1.02473 -1.26639
H -3.39364 -1.86092 -0.09300
H -3.64442 -1.23886 -1.64825
H -4.66912 -0.74506 -0.26905
H 2.87950 0.26941 2.13411
H 2.08033 -3.25467 1.83104
H 2.77644 -2.13375 2.89744
H -0.16881 0.06111 -3.40232
H -1.57417 -0.17517 -2.17697

---

No. 4
12
Properties=species:S:1:pos:R:3 method="wB97M-V/def2-TZVPD" charge=-1 homo_lumo_gap_ev=8.10 relative_energy_kcal_mol=12.5 homo_ev=-3.8939
N 1.61923 -0.67199 1.04765
C 0.19236 -0.60185 0.56854
C -0.10044 0.40433 -0.51414
C -1.60943 0.73307 -0.67125
O -2.40398 0.00492 -0.04814
O -1.86020 1.68260 -1.42969
H 2.11229 -1.29145 0.40216
H 1.94819 0.28882 0.97929
H -0.38716 -0.32722 1.45304
H -0.22812 -1.55192 0.25004
H 0.50675 1.32070 -0.54678
H 0.21050 0.00999 -1.49073

---

No. 5
33
Properties=species:S:1:pos:R:3 method="wB97M-V/def2-TZVPD" charge=+2 homo_lumo_gap_ev="7.05 / 7.06" relative_energy_kcal_mol=0.0 homo_ev="-16.6299 / -16.6319"
C -2.42525 1.18382 -1.09527
C -1.60586 0.26194 -1.10278
C -2.62287 0.48329 1.56277
C -3.43026 1.85042 -0.32459
C -2.51449 -0.87961 1.24878
C -1.02279 -0.93714 -0.59803
C -1.35075 -2.20828 -1.25107
C 1.45485 1.14211 1.84744
C 2.16240 -0.56575 -1.63345
C 2.19171 0.66352 0.55827
C 1.32246 0.17613 -0.60010
N -3.28547 1.43004 0.91333
N -4.31599 2.68242 -0.83349
N 0.29073 -0.89300 -0.02764
Cl -3.77961 -1.77333 0.36265
H -2.24234 0.80020 2.63370
H -2.23483 -1.49463 2.09387
H -1.09006 -2.99046 -0.45178
H -0.65983 -2.34914 -2.08949
H -2.30648 -2.21503 -1.70550
H 1.93086 0.52512 2.75633
H 0.38245 0.92163 1.84276
H 1.51587 2.14927 1.98520
H 2.45129 -1.55788 -1.27575
H 3.04096 0.12518 -1.67796
H 1.51758 -0.65624 -2.51178
H 2.85389 1.41300 0.10141
H 2.96829 -0.07624 0.78773
H 0.76591 0.97926 -0.97671
H -4.14156 3.17303 -1.68823
H -4.91689 3.03338 -0.16769
H 0.20256 -0.78230 1.00349
H 0.85990 -1.72960 -0.32950

---

No. 6
12
Properties=species:S:1:pos:R:3 method="wB97M-V/def2-TZVPD" homo_lumo_gap_ev=10.49 relative_energy_kcal_mol=51.5 homo_ev=-9.4779
C -0.59065 -0.25714 -2.21941
C -0.78917 -0.45352 -0.79008
C -0.76920 -0.28052 0.40228
C -0.19413 0.41329 1.55955
C 1.23118 -0.10406 1.67173
O 2.12874 0.33791 0.99905
H -1.14621 0.63498 -2.52628
H -0.85503 -1.10152 -2.85660
H 0.47519 -0.03386 -2.34336
H -0.75293 0.33444 2.49316
H -0.13241 1.45885 1.23952
H 1.39462 -0.94884 2.37043